The following is a quantum chemistry calculation of a cluster of 13 separate species, C6H38O12 in total in a non-equilibrium geometry, from the OMol25 dataset.

## Properties
Total charge = 0
E_LUMO = -0.014 Ha
Energy above the lowest of the compared OMol25 structures with the same formula, charge and spin = 5.112 eV
Highest occupied orbital energy = -10.587 eV
Kohn-Sham gap = 10.20 eV

Geometry (Å):
C: 1.05012 -1.96581 -2.26058
C: 0.30114 -1.81590 -0.88484
C: -0.40971 -3.04733 -0.54233
C: 0.58902 -3.94115 0.31215
C: -1.59263 -2.67831 0.43659
C: -2.37755 -3.85488 0.99889
H: 2.19580 -2.01197 -2.31066
H: 0.78656 -2.98524 -2.72773
H: 0.72905 -1.12439 -2.90539
H: -0.54997 -1.01518 -0.96733
H: 1.03687 -1.39564 -0.07880
H: -0.81550 -3.62748 -1.28682
H: 0.73447 -3.45208 1.20181
H: 1.33198 -4.34701 -0.31800
H: 0.29227 -4.95207 0.50251
H: -1.21763 -1.83491 0.94862
H: -2.26220 -2.14566 -0.25433
H: -1.73924 -4.59502 1.75948
H: -3.06678 -3.38128 1.58854
H: -2.74643 -4.56156 0.18902
H: 3.09312 3.12701 2.92382
H: 1.94307 3.81431 2.36003
O: 2.86453 3.98072 2.56100
H: -2.11030 2.19845 4.19293
H: -2.84145 2.86822 2.87648
O: -2.84305 2.24423 3.63315
H: -2.55897 -1.60767 -4.21886
H: -3.26807 -0.54063 -3.35345
O: -3.17256 -0.89428 -4.17767
H: 0.57325 4.40415 -0.15752
H: 1.87428 5.21228 0.18697
O: 1.10421 4.76586 0.53799
H: -1.96379 1.70430 -3.11056
H: -2.02100 0.77948 -4.29945
O: -2.04665 1.69747 -4.05192
H: 2.48426 3.24957 0.54623
H: 3.02712 3.48695 -0.81513
O: 2.95503 2.82587 -0.17843
H: -0.23946 -0.53121 2.57280
H: 1.26316 -0.47709 2.30102
O: 0.42215 -0.05671 1.94557
H: 0.26911 2.31553 -1.43644
H: -1.12167 2.36713 -0.59695
O: -0.31017 2.90274 -0.97176
H: 3.81788 1.03402 2.09650
H: 4.47613 0.59151 3.36433
O: 3.70394 1.02505 3.08109
H: -2.57190 0.41981 -1.06335
H: -3.88377 0.10090 -1.15851
O: -3.08183 -0.22133 -1.62811
H: -0.99128 0.73780 0.73202
H: -2.64861 1.00227 1.07172
O: -1.96209 1.01873 0.34482
H: 4.36446 0.37523 -0.09277
H: 4.34217 1.82012 0.15009
O: 4.78906 0.99210 0.43152

The following is a quantum chemistry calculation of a cluster of 8 separate species, C3H20NO10 in total in a non-equilibrium geometry, from the OMol25 dataset.

## Properties
Total charge = 0
E_LUMO (alpha / beta) = -0.020 / -0.222 Ha
Highest occupied orbital energy (alpha / beta) = -11.240 / -11.236 eV
2S+1 = 2
Kohn-Sham gap (alpha / beta) = 10.70 / 5.19 eV

Geometry (Å):
C: 1.75746 -1.45040 0.57545
C: 1.91955 -2.63718 -0.37227
O: 1.27436 -3.82758 0.01869
N: 1.23128 -0.29048 -0.18269
C: -0.17204 -0.08862 -0.27489
O: -0.55943 0.75923 -1.13320
O: -0.94622 -0.66179 0.58044
H: 2.61738 -1.20425 1.07053
H: 1.09896 -1.77821 1.40394
H: 1.46161 -2.65254 -1.37732
H: 3.05660 -2.83592 -0.67951
H: 0.55485 -3.79625 0.68350
H: 1.87641 0.12020 -0.86628
H: -2.55634 -0.27041 1.25518
H: -3.61474 0.19856 0.57931
O: -3.51120 -0.13243 1.50719
H: 1.53975 3.89867 0.32853
H: 1.62123 2.52713 1.12009
O: 2.21549 3.32828 0.66607
H: -1.82782 -0.04329 -2.59086
H: -3.13121 -0.96807 -2.32174
O: -2.74348 -0.32368 -2.89982
H: -1.52151 3.14625 0.24390
H: -0.57137 3.54989 1.49868
O: -1.22714 3.80072 0.86545
H: -0.73329 -1.79854 1.37299
H: -1.42652 -3.12509 1.61005
O: -0.52252 -2.75160 1.80399
H: 1.39151 1.02237 1.80406
H: -0.17034 1.16391 1.70963
O: 0.66592 1.53471 2.02315
H: 1.81266 1.99462 -2.59304
H: 0.81342 0.94751 -3.02012
O: 1.36172 1.64840 -3.37228

The following is a quantum chemistry calculation of a structure of composition C4H6As3F21N2O8Pt in a non-equilibrium geometry, from the OMol25 dataset.

## Properties
Total charge = -4
E_LUMO (alpha / beta) = 0.302 / 0.302 Ha
Energy above the lowest of the compared OMol25 structures with the same formula, charge and spin = 1.389 eV
Highest occupied orbital energy (alpha / beta) = 2.356 / 2.391 eV
2S+1 = 3
Kohn-Sham gap (alpha / beta) = 5.86 / 5.83 eV

Geometry (Å):
Pt: -0.62724 0.00482 0.04988
N: -1.62207 3.28892 0.88183
O: -2.06707 4.03652 -0.00468
O: -1.47413 2.06840 0.70979
O: -1.37830 3.82549 1.98645
N: -0.17606 -2.70489 -0.77727
O: -0.16668 -3.80124 -1.34127
O: 0.01066 -1.57903 -1.38900
O: -0.32103 -2.69237 0.45284
As: 0.96790 2.67815 -2.27567
F: 0.24100 1.30516 -1.41115
F: 2.52601 1.97151 -1.94310
F: 1.71545 4.04937 -3.14160
F: -0.60214 3.29234 -2.72105
F: 0.90090 3.60872 -0.79526
F: 1.00440 1.71940 -3.77381
As: -3.46188 -0.05299 -2.91850
F: -2.74686 -1.65981 -2.98399
F: -4.68531 -0.53728 -1.76052
F: -4.10322 1.59440 -2.99832
F: -2.21344 0.46574 -4.10007
F: -4.55068 -0.61910 -4.20503
F: -2.30885 0.56837 -1.66069
As: -3.21663 -0.58488 2.95230
F: -3.18967 1.17690 3.05998
F: -4.65219 -0.57949 1.87009
F: -3.22263 -2.38177 2.87441
F: -1.76301 -0.65195 3.94538
F: -4.20091 -0.49939 4.40503
F: -2.12026 -0.61498 1.53434
C: 2.31967 0.05965 1.50542
O: 2.41953 -0.99965 0.56534
O: 1.01228 0.45281 1.42184
C: 2.82005 -0.34994 2.94641
F: 2.27594 -1.47061 3.43020
F: 4.14921 -0.58424 2.94026
F: 2.65077 0.71817 3.76332
C: 3.66346 -1.29922 -0.04927
C: 3.71157 -2.79834 -0.33275
H: 4.68355 -2.98166 -0.81380
H: 3.46456 -3.40466 0.53531
H: 3.16809 -3.12684 -1.22301
H: 4.53525 -1.05990 0.56427
H: 3.68896 -0.77581 -1.00906
H: 2.94105 0.92522 1.23419

The following is a quantum chemistry calculation of a structure of composition C17H56BO11V in a non-equilibrium geometry, from the OMol25 dataset.

## Properties
Total charge = 0
E_LUMO = 0.002 Ha
Energy above the lowest of the compared OMol25 structures with the same formula, charge and spin = 22.737 eV
Highest occupied orbital energy = -8.171 eV
Kohn-Sham gap = 8.22 eV

Geometry (Å):
O: -3.39185 1.43917 1.05607
V: -1.98258 0.76277 0.77608
O: -0.96207 1.57606 1.67017
B: -0.47819 -0.18499 0.20291
H: 0.41969 0.39622 0.34520
H: -0.20818 -1.05810 -0.37069
H: -0.89155 -0.49370 1.15058
H: -1.20113 0.43774 -0.30089
C: 1.43818 -2.22566 1.11727
O: 0.07038 -2.18680 1.36426
H: 1.65454 -2.37169 0.05899
H: 1.85889 -1.24203 1.32602
H: 2.00494 -2.88505 1.77460
H: -0.39138 -1.45935 0.94095
C: 0.40744 -0.12183 -2.49647
O: -0.90205 0.37773 -2.32648
H: 0.84911 0.04501 -3.47891
H: 1.13784 0.24200 -1.77381
H: 0.42466 -1.21166 -2.48727
H: -1.06860 0.30294 -1.38400
C: 1.45441 0.82466 2.44316
O: 2.16067 1.39469 3.52380
H: 2.00185 0.79945 1.50095
H: 1.24301 -0.22381 2.65319
H: 0.48321 1.30590 2.32793
H: 2.46871 2.23148 3.16816
C: -2.59385 -1.58364 -0.25980
O: -2.96455 -0.19162 -0.21387
H: -2.34958 -2.02295 0.70738
H: -3.43017 -2.16985 -0.64062
H: -1.68593 -1.75896 -0.83690
H: -3.86301 -0.12635 -0.54568
C: 1.07175 2.97717 0.22670
O: 0.32710 2.19281 -0.68612
H: 0.57607 3.13282 1.18491
H: 1.97963 2.39386 0.38031
H: 1.28921 3.96320 -0.18385
H: 0.33918 1.26066 -0.45689
C: -1.85376 0.25176 4.19853
C: -1.59271 -0.55418 2.86911
C: -1.60904 -2.02914 3.12886
O: -2.57364 -0.28538 1.89402
H: -1.54738 -0.24712 5.11797
H: -2.91931 0.41621 4.35867
H: -1.35289 1.21752 4.13123
H: -0.62439 -0.25252 2.46978
H: -1.60263 -2.55501 2.17412
H: -2.49597 -2.38509 3.65303
H: -0.75537 -2.33092 3.73572
H: -3.42287 -0.47516 2.29947
C: 2.92635 0.50972 -0.29186
C: 3.79685 0.49095 -1.58192
C: 3.94219 1.88437 -2.13962
O: 5.09072 0.06030 -1.25270
H: 3.33489 1.01324 0.58430
H: 2.90804 -0.52587 0.04775
H: 1.91243 0.83012 -0.53145
H: 3.41976 -0.23798 -2.29925
H: 4.63316 1.88845 -2.98261
H: 4.37948 2.57119 -1.41494
H: 2.96786 2.24336 -2.47116
H: 5.28826 0.39507 -0.37492
C: -1.60701 4.12795 0.41976
C: -2.25573 3.19842 -0.60777
C: -1.94340 3.54457 -2.11524
O: -1.71815 1.92070 -0.34978
H: -0.55196 4.23224 0.16659
H: -1.58422 3.80190 1.45960
H: -2.04261 5.12262 0.51460
H: -3.31588 3.22784 -0.35612
H: -2.25590 2.72494 -2.76227
H: -0.87996 3.77685 -2.17221
H: -2.60328 4.36035 -2.41047
H: -0.77544 2.00508 -0.51029
C: -0.21100 -3.27406 -1.35979
C: 0.70289 -3.87025 -2.46742
C: 0.26277 -5.24881 -2.85911
O: 0.57386 -2.98162 -3.51048
H: -1.26150 -3.14559 -1.62063
H: 0.19833 -2.31708 -1.03616
H: -0.25974 -3.87888 -0.45430
H: 1.76679 -3.87610 -2.23040
H: 0.32530 -5.80893 -1.92613
H: 0.98006 -5.59577 -3.60289
H: -0.75833 -5.28848 -3.23843
H: -0.33209 -3.19007 -3.75009